This record from the Open Molecules 2025 dataset describes a molecular structure, C34H62CrF6NO26 at a distorted geometry. The level of theory is ωB97M-V/def2-TZVPD.

Output
LUMO (spin up / spin down)	-2.68 / -2.69	eV
multiplicity	5
Kohn-Sham gap (spin up / spin down)	7.63 / 7.67	eV
total charge	+1
<S²>	6.0045
E_tot	-135706.259	eV
HOMO (spin up / spin down)	-10.31 / -10.36	eV

Structure (XYZ):
```
130
Properties=species:S:1:pos:R:3:forces:R:3:lowdin_spin:R:1
Cr 1.50552 3.31901 -0.41444 0.0779 -2.7948 0.2620 3.7857
C -0.77728 -0.07616 0.27697 1.3869 -0.9243 -0.7829 0.0013
C 0.81952 -0.07609 0.35658 -0.9478 1.3516 0.5448 0.0101
C 1.51698 -1.25857 -0.34976 -1.3687 0.6618 -0.7345 0.0018
O 1.35485 1.19690 0.04576 0.0992 -0.0974 -0.3396 0.0736
H -1.09849 -1.10817 0.41797 -0.2480 -0.1015 0.5763 0.0002
H -1.19031 0.14397 -0.70744 0.2838 0.3615 -0.2021 0.0000
H -1.22370 0.59180 1.01361 0.1753 -0.1028 -0.0101 0.0000
H 0.96079 -0.28779 1.41645 0.2376 0.1434 0.7019 0.0012
H 2.54436 -1.44228 -0.03536 0.0267 0.3127 -0.1163 0.0000
H 1.41431 -1.02792 -1.41011 0.7015 -0.1265 -0.3301 0.0000
H 0.95645 -2.18759 -0.24570 -0.0820 -0.1027 0.3943 0.0003
C 3.33498 -4.70964 -0.22881 -0.9509 1.6805 -0.8076 0.0000
C 3.91861 -4.27288 -1.61623 0.3814 -0.4407 1.5289 0.0000
O 2.86516 -4.29553 -2.55612 -2.6631 0.9988 -2.9686 0.0000
C 2.47271 -3.24865 -3.44635 3.1695 -0.3633 3.7512 0.0000
O 3.02236 -2.17658 -3.42597 -0.9111 -0.8683 -0.5872 0.0000
C 1.28723 -3.57484 -4.35262 -0.2992 0.5753 0.0375 0.0000
F 0.83714 -4.78345 -4.24384 -0.5327 -1.2223 0.6237 0.0000
F 0.27650 -2.70225 -4.07424 0.5419 -0.3438 -0.0601 0.0000
F 1.64829 -3.41736 -5.60996 0.2925 0.6024 -0.6598 0.0000
H 2.54436 -5.44189 -0.39259 0.5579 -0.5656 0.1690 0.0000
H 2.76306 -3.85398 0.13017 -0.1289 0.2577 0.0898 0.0000
H 4.02826 -4.89379 0.59189 0.2755 -0.5444 -0.5529 0.0000
H 4.61865 -5.05646 -1.90612 0.2034 0.3395 -0.3746 0.0000
H 4.38859 -3.29109 -1.55864 0.0844 -0.0813 -0.1294 0.0000
C -2.46068 -3.44333 2.47978 -0.5338 -0.2825 1.6531 0.0000
C -2.94965 -4.73452 1.86716 0.0955 0.3471 1.2645 0.0000
O -2.46616 -4.60215 0.56696 1.5360 -1.4756 -4.0549 0.0000
C -1.60861 -5.52888 0.03381 -0.1848 -2.6467 1.8524 0.0000
O -1.27871 -6.55462 0.62847 -0.4417 2.4966 -1.6594 0.0000
C -1.07628 -5.24678 -1.45962 -1.6361 -0.8997 -0.0548 0.0000
F 0.02238 -4.54408 -1.41250 0.9652 0.5818 0.1603 0.0000
F -0.82229 -6.36665 -2.21709 -0.5399 1.2965 1.6352 0.0000
F -2.01865 -4.53416 -2.10676 0.5071 -0.3598 -0.1168 0.0000
H -2.74467 -3.52954 3.52860 0.0177 0.6183 0.2395 0.0000
H -2.91630 -2.55166 2.04915 -0.1567 -0.1822 -0.0271 0.0000
H -1.37971 -3.30610 2.45218 0.0377 -0.3309 -0.1839 0.0000
H -4.03419 -4.83991 1.89485 -0.1640 0.5108 -0.5724 0.0000
H -2.65502 -5.65087 2.37862 0.8212 0.1439 -0.1860 0.0000
C -0.96035 6.00582 1.66298 1.2865 -0.4108 -0.0184 0.0005
O -1.93303 5.26039 0.92449 -0.6217 0.5773 -0.1330 0.0025
C -1.56951 4.22855 0.20595 -1.0252 -0.5540 -0.2059 0.0052
O -0.44616 3.72000 0.25408 0.0299 0.3351 -0.7125 0.0273
O -2.63766 3.79063 -0.48060 0.8151 1.8985 1.9062 0.0026
C -2.49162 2.80749 -1.47776 1.0735 -0.4780 0.0191 0.0000
H -0.65371 5.42815 2.53497 -0.1281 0.1419 0.0871 0.0000
H -1.29400 7.00541 1.94157 -0.7083 -0.4546 -0.1433 0.0000
H -0.07306 6.15328 1.04730 0.0473 -0.0806 -0.0713 0.0009
H -3.49094 2.47875 -1.76304 0.2758 0.0316 0.0241 0.0000
H -1.88542 2.02629 -1.01913 -0.1916 -0.3800 -0.5669 -0.0001
H -1.92926 3.29184 -2.27604 -0.2009 -0.4205 -0.3937 0.0000
C -4.77780 0.00469 -5.32914 -0.1569 0.0681 0.4716 0.0000
O -5.01650 -1.05717 -4.39410 0.8116 -1.0552 2.1697 0.0000
C -4.40117 -1.05959 -3.13836 0.4839 -0.6997 -1.1445 0.0000
O -3.76777 -0.16040 -2.64592 -0.2254 0.4831 -0.3501 0.0000
O -4.50001 -2.27346 -2.56064 -0.8799 0.3645 -2.9961 0.0000
C -3.85055 -2.56704 -1.36958 0.1109 0.9483 2.2109 0.0000
H -3.92648 -0.17404 -5.98595 0.3790 -0.2225 0.4561 0.0000
H -4.66433 0.92857 -4.76198 -0.0947 0.1539 -0.3979 0.0000
H -5.63223 -0.01065 -6.00575 -0.1689 0.2917 0.4004 0.0000
H -2.85779 -2.14939 -1.20195 0.2719 0.0972 -0.8887 0.0000
H -3.77872 -3.64047 -1.19438 -0.5708 0.4093 -0.3517 0.0000
H -4.42343 -2.04922 -0.60031 -0.1900 -0.5105 0.5181 0.0000
C 2.37896 4.39095 -4.16571 -0.3779 0.5343 0.3734 0.0010
O 1.81612 3.16003 -4.58640 -1.3815 -1.6270 0.2860 0.0019
C 0.97024 2.49290 -3.72819 2.2683 1.4997 0.2545 0.0040
O 0.81806 2.89745 -2.58095 -0.6328 -0.0295 0.1895 0.0220
O 0.54432 1.40255 -4.26778 -0.3974 -0.3322 -1.5197 0.0019
C -0.47270 0.57431 -3.65869 0.1502 -0.2329 1.2122 0.0001
H 3.03602 4.71938 -4.97101 0.0516 -0.2202 0.2354 0.0001
H 2.87648 4.30891 -3.19935 0.3069 -0.1855 -0.1972 0.0010
H 1.60267 5.14421 -4.03125 -0.1564 0.0106 -0.1377 0.0001
H -0.65878 -0.38617 -4.13928 0.7642 0.4258 -0.9082 0.0000
H -1.44162 1.07357 -3.65367 0.2570 0.2621 0.4428 0.0000
H -0.04213 0.29201 -2.69795 -0.6877 0.3417 0.4172 0.0000
C 4.19644 0.53206 -1.93398 -0.9041 -1.4882 0.0340 -0.0001
O 5.16167 1.53931 -1.73633 0.0938 2.2477 -0.1778 0.0023
C 4.75371 2.77935 -1.49600 1.9212 0.9093 2.1858 0.0028
O 3.64240 3.14623 -1.09538 0.7510 -0.1223 -1.1009 0.0170
O 5.90627 3.59429 -1.47242 -2.1256 -0.2131 -0.0828 0.0009
C 5.81648 4.96205 -0.89617 -0.6730 -0.5404 -0.3991 0.0000
H 4.73784 -0.35937 -2.25073 0.0463 0.3201 -0.3518 0.0000
H 3.44830 0.81981 -2.67262 0.1203 -0.0083 -0.0195 0.0000
H 3.68846 0.22745 -1.01895 -0.0771 0.6138 0.1467 -0.0001
H 5.45102 4.90217 0.12899 0.1554 -0.0475 -0.0326 0.0000
H 5.16913 5.63851 -1.45422 -0.4259 -0.4963 -0.2167 0.0000
H 6.77661 5.47467 -0.95512 0.2866 -0.8871 0.0973 0.0000
C -0.22499 -2.28787 5.93466 -0.9207 0.3521 1.8766 0.0000
O 0.24032 -1.04242 5.42917 0.9228 -0.0305 -1.0098 0.0000
C -0.54831 -0.33570 4.60955 -1.1211 -0.7562 0.4318 0.0000
O -1.67730 -0.61037 4.30999 -0.4328 -0.3702 -0.1461 0.0000
O 0.09575 0.72553 4.22271 1.1568 1.5897 -0.9001 0.0000
C -0.54802 1.80624 3.49374 0.0858 0.5543 0.7951 -0.0002
H -0.62535 -2.00616 6.90854 -0.5898 -0.2442 0.0841 0.0000
H 0.58099 -2.94712 6.25695 0.3902 0.1516 -0.9843 0.0000
H -1.02383 -2.77619 5.37653 0.3876 0.1970 -0.3561 0.0000
H 0.18667 2.27652 2.84016 0.1038 -0.6718 -0.2752 -0.0002
H -0.76444 2.58945 4.22027 -0.2070 -0.1399 0.2748 0.0000
H -1.48150 1.58838 2.97485 0.2957 -0.6387 0.0936 0.0000
C -4.60978 0.37318 0.93373 0.5776 0.6001 0.0947 0.0000
O -5.65511 -0.37889 1.44728 -2.4468 -1.1928 0.7237 0.0000
C -6.90571 -0.06877 1.01776 -0.6017 1.1348 -1.3777 0.0000
O -7.18281 0.84991 0.23354 0.6898 -2.1117 1.8166 0.0000
O -7.77329 -0.94735 1.55878 1.8735 0.7643 0.4136 0.0000
C -9.11877 -0.99844 1.12984 -0.0952 -0.5749 -0.6122 0.0000
H -4.62360 0.23249 -0.14706 0.4516 0.7156 -0.0388 0.0000
H -3.69752 -0.00614 1.39418 -0.0077 -0.3036 -0.2323 0.0000
H -4.71892 1.38500 1.32412 0.0620 0.3782 -0.7518 0.0000
H -9.71596 -1.31798 1.98386 0.0079 0.5226 0.0194 0.0000
H -9.14380 -1.83564 0.43230 -0.3298 0.1704 -0.3276 0.0000
H -9.43209 -0.07383 0.64504 -0.0832 -0.0829 0.2536 0.0000
C 5.18463 5.16438 3.38411 1.0171 -1.2867 1.5423 0.0003
O 3.96063 4.88575 2.72292 -0.7946 1.7725 -1.9323 0.0019
C 3.59312 3.74464 2.19249 -0.2131 -1.5639 2.6138 0.0052
O 2.61398 3.55979 1.49612 -0.1800 1.2101 -1.0989 0.0225
O 4.19407 2.73353 2.80365 1.3814 -0.0943 -0.5339 0.0021
C 3.99063 1.41483 2.25589 -0.6145 -0.2409 -0.4780 0.0000
H 5.00921 4.92163 4.43216 0.1749 0.0345 0.0759 0.0000
H 5.55249 6.19016 3.36089 -0.9226 0.1545 -0.6921 0.0000
H 6.00846 4.52930 3.05840 -0.2305 -0.1435 -0.2628 0.0000
H 2.91280 1.25249 2.26187 0.1019 -0.4509 -0.0457 -0.0001
H 4.56743 0.66487 2.79716 -0.1548 0.5005 0.4868 0.0000
H 4.33531 1.34628 1.22410 -0.0718 0.3634 -0.0877 -0.0001
C 2.96571 -2.17614 3.53335 0.9639 0.8785 0.3952 0.0000
C 4.45601 -1.97852 3.53937 3.4781 0.2130 -0.2412 0.0000
N 5.64419 -1.88065 3.54076 -4.8775 -0.2735 -0.0302 0.0000
H 2.53364 -2.10153 2.53543 0.3135 -0.7630 -0.1598 0.0000
H 2.46653 -1.34005 4.02313 0.2859 0.0731 0.4670 0.0000
H 2.76379 -3.07516 4.11566 -0.2696 -0.0885 -0.4776 0.0000
```
Forces are in eV/Å.